(1)
This record from OMol25 describes a cluster of 2 separate species, C5H13NO in total in a non-equilibrium geometry. The level of theory is ωB97M-V/def2-TZVPD.

Values from the calculation:
**Net charge**: 0
**Gap between HOMO and LUMO**: 9.65 eV
**ΔE to the lowest compared entry with this formula, charge and spin**: 2.331 eV
**Multiplicity**: 1
**SMILES**: C/C=C/CNC.O
**Maximum force**: 0.0346 Eh/bohr

Structure (XYZ):
```
20
Properties=species:S:1:pos:R:3:lowdin_charge:R:1
C -0.62314 0.14724 -3.35083 -0.111
C 0.09974 0.29019 -2.07076 -0.188
C -0.23935 0.98887 -0.98721 -0.128
C 0.70588 0.93263 0.17866 -0.260
N 0.35750 -0.07142 1.18699 -0.132
C -0.96994 0.15140 1.69942 -0.146
H -1.48493 0.77779 -3.54624 0.074
H -0.92435 -0.90689 -3.46053 0.080
H 0.16983 0.20771 -4.10476 0.075
H 0.85913 -0.49258 -1.92670 0.117
H -1.08934 1.66374 -1.07259 0.108
H 0.74969 1.96670 0.60711 0.119
H 1.68696 0.64649 -0.17981 0.106
H 1.15920 -0.23535 1.76484 0.079
H -1.29651 1.22111 1.72569 0.081
H -1.06922 -0.35621 2.64925 0.072
H -1.74056 -0.08496 0.93570 0.080
O 1.56635 -2.35686 3.34708 -0.037
H 1.22055 -1.68191 2.78772 -0.029
H 0.86251 -2.80767 3.81696 0.039
```


(2)
This record from OMol25 describes a cluster of 2 separate species, C3H6O2 in total. The level of theory is ωB97M-V/def2-TZVPD.

Values from the calculation:
**Net charge**: 0
**Gap between HOMO and LUMO**: 10.94 eV
**ΔE to the lowest compared entry with this formula, charge and spin**: 3.228 eV
**Multiplicity**: 1
**SMILES**: O=C[C@@H]1CO1.[H][H]
**Maximum force**: 0.0113 Eh/bohr

Structure (XYZ):
```
11
Properties=species:S:1:pos:R:3:lowdin_charge:R:1
O 1.42520 1.13219 -0.42381 0.043
C 0.89652 0.93802 0.64222 -0.207
C -0.48968 0.39218 0.80891 -0.262
C -0.80177 -0.95184 0.29268 -0.107
O -1.25063 0.21317 -0.36374 -0.030
H 1.42946 1.14041 1.59418 0.126
H -1.03607 0.75482 1.68174 0.144
H -1.56870 -1.54041 0.79571 0.115
H -0.02873 -1.51234 -0.23221 0.107
H 0.74531 -0.19458 -2.24174 0.024
H 0.80855 -0.76252 -2.72029 0.048
```


(3)
This record from OMol25 describes an isolated molecule of C14H16Si in a non-equilibrium geometry. The level of theory is ωB97M-V/def2-TZVPD.

Values from the calculation:
**Net charge**: 0
**Gap between HOMO and LUMO**: 9.90 eV
**ΔE to the lowest compared entry with this formula, charge and spin**: 0.000 eV
**Multiplicity**: 1
**SMILES**: C[Si](C)(c1ccccc1)c1ccccc1
**Maximum force**: 0.0560 Eh/bohr

Structure (XYZ):
```
31
Properties=species:S:1:pos:R:3:lowdin_charge:R:1
C -2.90623 0.06550 0.41630 -0.160
Si -1.02941 -0.57721 0.49925 0.659
C -1.09331 -2.13672 1.53856 -0.163
C -0.58047 -0.80419 -1.32275 -0.275
C -0.95757 0.21787 -2.16815 -0.099
C -0.30941 0.40575 -3.40176 -0.065
C 0.79376 -0.36949 -3.67939 -0.128
C 1.14880 -1.40043 -2.90370 -0.107
C 0.40418 -1.66622 -1.76335 -0.112
C 0.31382 0.56975 1.08580 -0.267
C 1.67961 0.21105 1.05125 -0.068
C 2.64691 0.97906 1.69952 -0.098
C 2.28557 2.02506 2.48560 -0.107
C 0.93315 2.31743 2.61847 -0.078
C -0.04703 1.62112 1.87862 -0.107
H -2.89001 1.11717 0.69529 0.000
H -3.58722 -0.56357 1.04988 0.037
H -3.35661 0.05099 -0.61104 0.033
H -1.41996 -1.82161 2.52282 0.036
H -1.81180 -2.70388 1.02060 0.010
H -0.16543 -2.69917 1.56286 0.031
H -1.70296 0.90490 -1.83154 0.081
H -0.59747 1.12478 -4.14230 0.097
H 1.36339 -0.09117 -4.57286 0.112
H 2.12091 -1.87371 -3.06453 0.112
H 0.70877 -2.51745 -1.11209 0.113
H 1.88408 -0.66884 0.43905 0.097
H 3.64747 0.55924 1.76493 0.106
H 2.98093 2.68274 3.00450 0.108
H 0.66407 3.12317 3.29718 0.099
H -1.12054 1.91807 1.94299 0.102
```


(4)
This record from OMol25 describes a structure of composition C34H55BN2O6P2ReS in a non-equilibrium geometry. The level of theory is ωB97M-V/def2-TZVPD.

Values from the calculation:
**⟨S²⟩**: 3.771
**Net charge**: 0
**Gap between HOMO and LUMO (alpha / beta)**: 8.51 / 6.61 eV
**Multiplicity**: 4
**Maximum force**: 0.0603 Eh/bohr

Structure (XYZ):
```
102
Properties=species:S:1:pos:R:3:lowdin_charge:R:1
Re -1.57726 -0.83794 -0.40673 1.535
C -0.79848 2.60410 -3.07748 -0.074
C -1.38622 2.71608 -1.66136 -0.626
C -2.08381 4.07308 -1.50270 -0.078
C -0.22987 2.64525 -0.64153 -0.086
P -2.53689 1.25962 -1.28773 1.084
C -3.45076 1.83774 0.20827 -0.248
N -2.58953 1.51329 1.31992 -0.043
B -1.70038 0.37506 1.35850 -0.516
N -1.10956 0.42471 2.68427 0.004
C -0.23931 -0.48728 3.43512 -0.278
P 1.03680 -1.28428 2.35765 1.157
C 1.45286 -2.89919 3.26451 -0.699
C 2.01788 -3.80560 2.15679 -0.112
C 0.16784 -3.54052 3.80308 -0.108
C 2.45943 -2.81569 4.41260 -0.095
C 2.44506 -0.03309 2.49415 -0.682
C 2.96547 0.36271 3.88216 -0.087
C 3.60012 -0.54870 1.62790 -0.097
C 1.85740 1.22091 1.82463 -0.109
C -1.61616 1.55085 3.34639 -0.167
C -1.33198 2.07157 4.60337 -0.013
C -1.95367 3.25451 4.99072 -0.095
C -2.85179 3.90881 4.15232 -0.099
C -3.15057 3.39330 2.89750 -0.016
C -2.52492 2.21817 2.50771 -0.174
C -3.84611 0.99882 -2.61917 -0.657
C -5.07531 0.32427 -1.98650 -0.090
C -3.24393 0.05395 -3.67177 -0.088
C -4.31257 2.28761 -3.29783 -0.087
H 0.03802 3.30415 -3.15941 0.090
H -1.52968 2.87107 -3.84204 0.070
H -0.42651 1.60636 -3.28950 0.057
H -1.42897 4.84024 -1.92498 0.096
H -2.24241 4.32377 -0.45195 0.077
H -3.03415 4.13302 -2.02809 0.059
H 0.50341 3.41718 -0.89262 0.102
H 0.26644 1.67386 -0.67284 0.034
H -0.57377 2.81819 0.38047 0.083
H -4.38832 1.28576 0.27445 0.095
H -3.68208 2.89963 0.17307 0.086
H -0.82770 -1.27939 3.89543 0.083
H 0.23193 0.08758 4.22592 0.060
H 1.26135 -3.97956 1.38863 0.074
H 2.31509 -4.77183 2.57801 0.085
H 2.88913 -3.35955 1.67073 0.064
H -0.63220 -3.54245 3.06221 0.077
H -0.18555 -3.04473 4.70948 0.074
H 0.38148 -4.58337 4.05884 0.089
H 3.44632 -2.50923 4.06644 0.064
H 2.56482 -3.81317 4.85478 0.085
H 2.12941 -2.13549 5.19907 0.079
H 3.71663 -0.33123 4.25037 0.065
H 2.17608 0.43318 4.63469 0.065
H 3.43773 1.34973 3.81764 0.085
H 4.04615 -1.45281 2.04871 0.064
H 4.38654 0.21221 1.56634 0.088
H 3.25849 -0.77557 0.61218 0.072
H 1.14193 1.73361 2.47533 0.082
H 1.33941 0.96271 0.89520 0.028
H 2.66305 1.92549 1.58987 0.095
H -0.64968 1.58224 5.28601 0.103
H -1.73626 3.66842 5.96754 0.100
H -3.32430 4.82474 4.48346 0.099
H -3.86396 3.88840 2.24820 0.106
H -4.80841 -0.53137 -1.36941 0.060
H -5.71034 -0.04030 -2.79738 0.095
H -5.66616 1.02690 -1.39539 0.080
H -3.01360 -0.92576 -3.25363 0.062
H -2.31994 0.44608 -4.09997 0.069
H -3.97033 -0.08751 -4.47729 0.094
H -4.71159 3.00953 -2.58181 0.077
H -5.12729 2.02981 -3.98135 0.093
H -3.52684 2.76160 -3.88648 0.067
O -1.99213 -2.80487 -1.91112 -0.335
S -2.47167 -3.05012 -0.54646 0.315
O -3.12729 -4.27730 -0.26989 -0.235
O -3.34204 -1.79708 -0.21522 -0.448
O -1.28370 -2.73829 0.35987 -0.429
C 5.75589 -2.35190 -4.32856 -0.051
C 4.42843 -1.94368 -3.74040 -0.262
C 4.29339 -0.75635 -3.03706 -0.012
C 3.08058 -0.37391 -2.47095 -0.196
C 2.98431 0.95909 -1.76602 -0.026
C 1.97694 -1.21387 -2.62753 -0.057
C 2.07912 -2.41171 -3.34516 -0.187
C 0.87945 -3.30489 -3.54117 -0.022
C 3.31004 -2.76122 -3.87962 -0.005
C 0.63225 -0.80671 -2.11190 -0.562
O -0.30313 -0.58933 -2.88616 0.003
O 0.46626 -0.72109 -0.82115 -0.206
H 6.42073 -1.49388 -4.42954 0.073
H 5.62410 -2.80530 -5.31154 0.077
H 6.25007 -3.08688 -3.68855 0.083
H 5.15394 -0.10270 -2.92360 0.117
H 3.94830 1.23581 -1.33842 0.083
H 2.24324 0.94092 -0.97084 0.032
H 2.69809 1.74115 -2.47689 0.092
H 0.13956 -2.81722 -4.17663 0.089
H 0.37781 -3.52293 -2.59662 0.077
H 1.17159 -4.24532 -4.00592 0.079
H 3.39877 -3.69469 -4.42671 0.119
```


(5)
This record from OMol25 describes a cluster of 30 separate species, H60O30 in total in a non-equilibrium geometry. The level of theory is ωB97M-V/def2-TZVPD.

Values from the calculation:
**Net charge**: 0
**Gap between HOMO and LUMO**: 8.39 eV
**ΔE to the lowest compared entry with this formula, charge and spin**: 2.948 eV
**Multiplicity**: 1
**Maximum force**: 0.0708 Eh/bohr

Structure (XYZ):
```
90
Properties=species:S:1:pos:R:3:lowdin_charge:R:1
O -1.10784 -0.02857 0.47693 -0.011
O 1.06446 -0.37605 -1.46375 -0.057
O 0.93484 -2.38918 1.06659 -0.033
O 0.21144 1.95711 2.09509 -0.037
O -1.04459 1.72481 -2.12276 -0.033
O 2.22498 2.54409 0.34886 -0.087
O -2.62896 -0.57465 -2.30130 -0.062
O -1.70400 -2.36476 2.01337 -0.064
O 2.06265 2.10238 -2.33663 -0.050
O -3.74480 1.03789 -0.11992 -0.056
O -2.46050 -2.95103 -0.86281 -0.054
O -0.08808 -0.42226 -3.94603 -0.059
O 2.59635 -1.48102 2.91321 -0.071
O 0.34590 -4.05920 -1.04946 -0.037
O 0.01034 4.12700 -0.96284 -0.056
O 3.31182 -2.15861 -1.72264 -0.076
O -2.51165 1.98303 2.96266 -0.020
O 1.22372 -2.77762 -3.35798 -0.034
O -2.72342 3.84030 -0.49837 -0.024
O 1.12037 0.52681 4.71542 -0.099
O -2.71090 -0.63720 4.18667 -0.076
O 4.95396 -1.33399 1.08296 -0.036
O -0.87880 4.36869 2.92649 -0.012
O 3.12258 -0.42382 -4.38919 -0.082
O -1.39168 2.14187 -4.95917 -0.091
O -3.74493 2.41001 -3.47182 -0.026
O 4.11067 -3.84724 0.54643 -0.085
O -5.19119 1.35502 2.07363 -0.031
O 5.51749 1.67827 0.09037 -0.033
O -5.48146 -0.17368 -2.05695 -0.052
H -1.27162 -0.69692 1.07447 -0.033
H -1.99339 0.37636 0.32970 0.032
H 0.67917 -0.02434 -0.63459 0.053
H 1.91490 -0.81091 -1.32355 0.034
H 1.07172 -2.97587 0.31328 0.021
H 0.11984 -2.72346 1.40280 -0.004
H -0.15608 2.74932 2.47473 -0.005
H -0.52299 1.47693 1.73980 0.004
H -1.78972 2.27196 -1.80936 0.031
H -0.32182 2.25363 -1.82233 0.009
H 1.92838 2.47736 -0.55464 -0.049
H 1.44227 2.18337 0.85183 0.007
H -2.63793 -0.79774 -3.26803 0.103
H -1.96712 0.08157 -2.06929 0.004
H -1.99394 -2.63376 1.11178 0.045
H -1.74153 -3.07665 2.66799 0.091
H 1.88699 1.16003 -2.04634 0.037
H 2.90445 2.29566 -2.66837 0.021
H -4.28510 1.03379 0.65199 -0.023
H -4.19675 0.51419 -0.82234 0.028
H -2.65406 -2.08336 -1.32960 0.039
H -3.24986 -3.43847 -1.04553 0.041
H -0.49410 0.44681 -4.09937 0.010
H 0.24363 -0.33173 -3.07200 -0.041
H 2.02411 -1.63124 2.18439 -0.049
H 3.51879 -1.27995 2.60914 0.033
H -0.63902 -4.01562 -0.95871 0.058
H 0.57323 -4.98385 -1.03830 0.071
H -0.94161 4.23458 -0.81498 -0.004
H 0.48183 4.44799 -0.18042 0.046
H 3.92310 -1.53645 -2.23158 0.091
H 2.72933 -2.54930 -2.39368 0.007
H -3.22371 2.02000 2.35541 -0.014
H -2.09900 2.85195 2.90681 0.012
H 0.96291 -3.41282 -2.74517 -0.030
H 0.51609 -2.40202 -3.90314 0.049
H -2.99546 4.29668 0.29905 0.061
H -2.99802 2.94925 -0.32809 -0.005
H 0.92659 1.10298 3.89874 0.037
H 1.30111 -0.34416 4.39935 -0.026
H -2.48866 -1.24157 3.45576 -0.011
H -2.45350 0.22406 3.80441 -0.004
H 4.93591 -0.47350 0.61362 0.052
H 5.73598 -1.48874 1.55818 0.033
H -0.84720 5.19525 2.49190 0.050
H -0.86398 4.52413 3.88437 0.098
H 2.16185 -0.23456 -4.23058 0.021
H 3.45142 0.51766 -4.41966 0.054
H -0.66509 2.67225 -4.64572 0.028
H -2.15389 2.14772 -4.27944 0.025
H -4.02737 2.99820 -2.80044 0.028
H -3.91054 1.52978 -3.05219 0.043
H 4.59327 -3.34892 1.22086 0.007
H 3.68993 -3.14266 0.04295 -0.027
H -5.46318 2.27496 2.30514 0.102
H -5.33626 0.80194 2.83081 0.069
H 4.86796 2.30217 0.45056 0.041
H 6.00414 2.15702 -0.54496 0.011
H -6.44667 -0.04926 -2.15948 0.083
H -5.11970 -0.78999 -2.70282 0.049
```


(6)
This record from OMol25 describes a structure of composition C20H36Cl2N2O3PTb in a non-equilibrium geometry. The level of theory is ωB97M-V/def2-TZVPD.

Values from the calculation:
**⟨S²⟩**: 12.717
**Net charge**: 0
**Gap between HOMO and LUMO (alpha / beta)**: 5.41 / 5.46 eV
**ΔE to the lowest compared entry with this formula, charge and spin**: 5.009 eV
**Multiplicity**: 7
**Maximum force**: 0.0694 Eh/bohr

Structure (XYZ):
```
65
Properties=species:S:1:pos:R:3:lowdin_charge:R:1
O 1.69613 -0.25176 -4.32194 0.017
C 0.57480 0.16822 -4.53700 -0.187
C 0.15586 1.59840 -4.60875 -0.180
C 0.49315 2.54958 -3.62076 -0.035
H 0.76753 2.22474 -2.61108 0.084
C 0.48271 3.90414 -3.96065 -0.063
H 0.88344 4.63492 -3.25264 0.114
C -0.00246 4.30248 -5.21820 -0.075
H 0.09480 5.33890 -5.55458 0.107
C -0.72610 3.37774 -5.98367 -0.078
H -1.26325 3.72620 -6.87120 0.108
C -0.72235 2.02680 -5.61966 -0.035
H -1.38082 1.31707 -6.12488 0.119
H -0.27772 -0.54807 -4.50684 0.132
C -2.94354 -1.21257 -1.87507 -0.171
C -2.68037 0.00682 -1.07666 -0.569
H -3.66202 -0.97888 -2.68554 0.072
H -3.29856 -2.09761 -1.32298 0.067
H -2.02887 -1.54360 -2.43361 0.046
C -2.85710 1.29897 -1.28933 -0.335
C -4.24719 1.91525 -1.29508 -0.101
H -2.07765 2.05086 -1.54368 0.054
H -4.45509 2.40677 -2.25305 0.060
H -4.34502 2.65598 -0.49586 0.072
H -4.95569 1.09467 -1.11798 0.076
Tb -0.78910 0.04266 0.01390 0.991
Cl -0.00649 2.49707 0.37221 -0.167
Cl -2.74887 -0.19983 1.76641 -0.028
H 4.75181 1.23783 -2.54537 0.096
H 4.67149 1.76644 -0.15362 0.092
C 3.66057 1.37619 -2.51845 -0.037
C 3.59516 1.59175 -0.04395 -0.028
N 3.14958 0.87569 -1.24273 -0.158
H 3.19186 0.80478 -3.32928 0.063
C 2.27104 -0.12355 -1.19002 -0.290
O 1.56905 -0.39906 -0.17328 -0.208
H 3.40233 0.99439 0.85147 0.088
H 2.18604 -0.71342 -2.12782 0.130
H 3.41670 2.44722 -2.63062 0.100
H 3.08337 2.56142 0.04463 0.080
H -0.51511 -5.58102 0.70061 0.102
H 1.38637 -5.81671 -1.28562 0.095
C -1.04109 -5.02135 -0.08381 -0.008
C 0.75720 -5.10502 -1.83527 -0.029
N -0.08806 -4.31212 -0.93515 -0.160
H -1.68642 -4.26482 0.36374 0.094
C 0.01488 -2.99158 -0.86157 -0.245
O -0.69762 -2.25677 -0.09899 -0.196
H 1.40916 -4.44123 -2.41226 0.090
H 0.75813 -2.52739 -1.52270 0.132
H -1.62600 -5.72731 -0.68404 0.098
H 0.15844 -5.69664 -2.53934 0.095
C -1.37041 -1.17859 4.26364 -0.346
P -0.26380 -0.23166 3.15388 0.625
C -0.25477 1.43136 3.90747 -0.304
C 1.37337 -0.89148 3.57214 -0.313
H -2.37340 -0.74088 4.24819 -0.006
H -1.00489 -1.20841 5.28918 0.034
H -1.45886 -2.20200 3.88311 0.034
H -0.07094 1.36951 4.98307 0.037
H 0.52292 2.03735 3.43106 0.018
H -1.21818 1.91933 3.72741 0.038
H 1.50303 -0.92598 4.65631 0.032
H 1.46755 -1.90050 3.15593 0.033
H 2.14234 -0.25501 3.12254 0.027
```